This record from the OMol25 dataset describes a cluster of 2 separate species, H3IO3Si in total in a non-equilibrium geometry. The level of theory is ωB97M-V with the def2-TZVPD basis set.

energy above the lowest of the compared OMol25 structures with the same formula, charge and spin	3.120	eV
2S+1	1
orbital gap	10.01	eV
SMILES string	O=[Si](O)I.O

XYZ file:
```
8
Properties=species:S:1:pos:R:3:forces:R:3:nbo_charge:R:1
Si -3.36278 -0.66204 0.53145 -0.1642 -0.6164 -0.2574 1.964
O -2.13995 0.22527 0.00661 -4.2277 1.0417 -1.1227 -1.084
H 1.36252 0.84285 -0.52555 -0.2455 -0.6370 0.7637 0.482
O 0.48234 0.41946 -0.47091 0.3164 1.8600 -2.5193 -0.955
H -1.30067 0.02308 0.24644 4.4624 -0.7693 1.2395 0.520
O -4.73392 -0.68067 -0.10982 0.0667 0.0423 0.4074 -1.165
H 0.12862 0.87674 -1.30700 0.0232 -1.2528 1.7372 0.480
I -2.55000 -2.19099 2.23851 -0.2314 0.3315 -0.2484 -0.241
```
Positions in Å, forces in eV/Å.